[1]
Molecular formula: C23H11BiCl5F10N3O
Method: DFT, wB97M-V/def2-TZVPD

Cartesian coordinates (Å):
Bi1 0.19219 -0.24835 -1.41167
C1 3.11739 -1.43435 -1.85117
N1 2.51539 -0.34565 -1.08467
C2 2.72129 -0.53965 0.35923
C3 1.55329 -1.31385 0.95573
N2 0.31189 -0.61755 0.69903
C4 -0.38521 0.00585 1.68513
C5 -1.78981 0.04375 1.62263
F1 -2.38201 -0.51295 0.55303
C6 -2.56891 0.59515 2.62483
F2 -3.89931 0.57815 2.53593
C7 -1.96351 1.13265 3.76033
F3 -2.69811 1.63805 4.75443
C8 -0.57581 1.13535 3.84483
F4 0.03489 1.66615 4.90713
C9 0.18809 0.60365 2.81863
F5 1.53239 0.69355 2.90773
C10 3.01389 0.95925 -1.53627
C11 2.27579 2.13445 -0.89427
N3 0.84669 1.93165 -0.96887
C12 -0.00101 2.94365 -0.72477
C13 -1.39441 2.77775 -0.89677
F6 -1.87351 1.57075 -1.31297
C14 -2.33531 3.77005 -0.69577
F7 -3.62541 3.49635 -0.90537
C15 -1.94031 5.04015 -0.29477
F8 -2.84021 6.01265 -0.10677
C16 -0.58051 5.25975 -0.09647
F9 -0.15451 6.46255 0.30263
C17 0.34839 4.25225 -0.30027
F10 1.63969 4.57775 -0.04837
H1 4.19299 -1.48325 -1.66867
H2 2.64279 -2.36775 -1.56227
H3 2.94859 -1.27585 -2.91417
H4 3.66429 -1.05925 0.53543
H5 2.76379 0.43355 0.84263
H6 1.47399 -2.29105 0.47563
H7 1.70909 -1.46995 2.02053
H8 4.08249 1.05265 -1.31317
H9 2.88599 1.00745 -2.61997
H10 2.60139 2.27095 0.14443
H11 2.58599 3.03135 -1.44197
Cl1 -3.98111 -6.45515 -1.05427
C18 -2.74101 -5.26875 -1.07777
C19 -2.95641 -4.03175 -1.67807
Cl2 -4.50871 -3.64335 -2.28877
C20 -1.92211 -3.10985 -1.78177
Cl3 -2.27271 -1.61595 -2.57517
C21 -0.63221 -3.36245 -1.27197
O1 0.40059 -2.58655 -1.39697
C22 -0.48811 -4.59135 -0.58127
Cl4 1.00939 -4.89175 0.19883
C23 -1.49731 -5.53635 -0.50637
Cl5 -1.24521 -7.02445 0.31313

The strongest force on any atom comes out at 1.2 eV/A. Its energy above the lowest of the compared OMol25 structures with the same formula, charge and spin is 12.0 kcal per mole. The value obtained for the electronic energy is -126171.7180 eV.

Atom charges from the Mulliken analysis, given in e for atoms 1 to 4:
1. Bi 1.21
2. C -1.10
3. N 0.50
4. C -0.90



[2]
Molecular formula: C23H12BrN4O8Ta
Method: DFT, wB97M-V/def2-TZVPD

Cartesian coordinates (Å):
Ta1 -0.37739 -0.07588 -0.48027
Br1 -0.52869 -6.01246 4.03902
C1 -0.65561 -4.70467 2.70508
C2 -0.71705 -5.08465 1.36198
C3 -0.81604 -4.13896 0.35391
C4 -0.83294 -2.80204 0.69361
O1 -0.96584 -1.85144 -0.27097
C5 -0.77781 -2.38873 2.03997
C6 -0.92828 -1.02573 2.43330
N1 -0.88159 0.01016 1.63959
C7 -1.30213 1.29905 2.07861
C8 -1.24931 1.81106 3.34617
C9 -1.77519 3.09440 3.60297
C10 -2.35071 3.83230 2.60583
C11 -2.39931 3.32783 1.28433
C12 -2.98560 4.00996 0.19654
C13 -2.98713 3.43983 -1.05263
C14 -2.36757 2.20733 -1.24353
N2 -1.80195 1.52882 -0.23949
C15 -1.84298 2.06571 1.03024
C16 -0.70562 -3.37089 3.04480
H1 -0.69867 -6.13593 1.10702
H2 -0.88667 -4.43221 -0.68422
H3 -1.15598 -0.85003 3.48291
H4 -0.80301 1.25074 4.15783
H5 -1.72375 3.48702 4.60869
H6 -2.76939 4.80844 2.81195
H7 -3.43569 4.98187 0.35828
H8 -3.43741 3.93486 -1.90046
H9 -2.31643 1.75937 -2.22693
H10 -0.68217 -3.07369 4.08541
O2 -0.39797 1.54974 -4.11030
C17 0.15565 0.93328 -3.27633
O3 -0.55142 0.09601 -2.37026
C18 1.62122 0.78871 -2.97238
C19 2.59045 0.39351 -3.88228
C20 3.76179 -0.18048 -3.39800
C21 3.93729 -0.53664 -2.07386
C22 2.94919 -0.11395 -1.19941
C23 1.90616 0.69589 -1.61694
O4 1.05379 1.21929 -0.70815
N3 2.70953 -0.76995 0.07305
O5 1.47810 -1.04401 0.33183
O6 3.57791 -1.14613 0.77485
N4 4.80319 -0.59657 -4.37283
O7 5.76334 -1.17091 -3.91745
O8 4.59490 -0.32352 -5.52926
H11 2.43376 0.46123 -4.95165
H12 4.77104 -1.15692 -1.77016

Its net charge is +2. The strongest force on any atom comes out at 0.1 eV/A. Its energy above the lowest of the compared OMol25 structures with the same formula, charge and spin is 1.1 kcal per mole. The value obtained for the electronic energy is -117962.9665 eV.

Atom charges from the Mulliken analysis, given in e for atoms 1 to 4:
1. Ta 1.91
2. Br -0.10
3. C -0.37
4. C -0.31



[3]
Molecular formula: C23H12ClN4O8W
Method: DFT, wB97M-V/def2-TZVPD

Cartesian coordinates (Å):
W1 0.46868 0.35193 -0.34223
Cl1 6.44271 -0.96022 3.51589
C1 5.19288 -0.42429 2.49363
C2 5.50469 0.09938 1.23263
C3 4.51261 0.54520 0.37789
C4 3.19595 0.43296 0.78660
O1 2.18932 0.86173 -0.03699
C5 2.84974 -0.06442 2.06081
C6 1.51495 0.05096 2.56222
N1 0.47123 0.38945 1.85608
C7 -0.74536 0.79236 2.47433
C8 -1.13756 0.58968 3.77549
C9 -2.34470 1.14532 4.23696
C10 -3.12502 1.91447 3.41417
C11 -2.74108 2.13358 2.07055
C12 -3.45623 2.94965 1.17106
C13 -2.98921 3.13444 -0.11014
C14 -1.83754 2.47013 -0.51796
N2 -1.13181 1.68229 0.30260
C15 -1.55512 1.53828 1.60506
C16 3.87532 -0.48427 2.91719
H1 6.54259 0.16116 0.93200
H2 4.75137 0.96696 -0.58859
H3 1.39250 -0.07754 3.63537
H4 -0.54220 0.00695 4.46646
H5 -2.64105 0.97174 5.26202
H6 -4.03653 2.36718 3.78259
H7 -4.36600 3.43780 1.50052
H8 -3.50319 3.77605 -0.81111
H9 -1.46398 2.57384 -1.52664
H10 3.64580 -0.85183 3.90920
O2 1.45194 1.03588 -4.34560
C17 0.92572 0.15777 -3.89536
O3 0.12753 1.07961 -1.81531
C18 0.31492 -1.08432 -3.63938
C19 -0.56788 -1.61115 -4.61250
C20 -1.45602 -2.58659 -4.22474
C21 -1.65704 -2.92540 -2.89414
C22 -0.79858 -2.37011 -1.96120
C23 0.29109 -1.57419 -2.31422
O4 1.15755 -1.19776 -1.40876
N3 -1.19261 -2.29394 -0.56013
O5 -1.79518 -3.14788 -0.03128
O6 -0.97765 -1.16393 0.04538
N4 -2.35455 -3.18393 -5.25840
O7 -2.16623 -2.81661 -6.38814
O8 -3.17404 -3.96230 -4.84593
H11 -0.57498 -1.26808 -5.64256
H12 -2.48770 -3.56799 -2.61541

Its net charge is +3. The strongest force on any atom comes out at 1.7 eV/A. Its energy above the lowest of the compared OMol25 structures with the same formula, charge and spin is 0.0 kcal per mole. The value obtained for the electronic energy is -60701.5203 eV.

Atom charges from the Mulliken analysis, given in e for atoms 1 to 4:
1. W 1.92
2. Cl -0.10
3. C 0.04
4. C -0.52



[4]
Molecular formula: C23H13AsCl5F6N2O3Pd
Method: DFT, wB97M-V/def2-TZVPD

Cartesian coordinates (Å):
Pd1 1.11835 0.85473 -0.35132
C1 4.46599 0.49051 1.42429
O1 3.03023 0.33980 1.46441
C2 2.47184 -0.27632 2.48065
C3 3.18827 -0.91612 3.49166
C4 2.50690 -1.53024 4.51692
C5 1.09270 -1.53863 4.59724
C6 0.36834 -0.90698 3.64480
C7 1.02588 -0.24333 2.55869
N1 0.36386 0.41133 1.60461
N2 -0.92068 0.50205 1.78904
C8 -1.69336 1.33132 1.12776
C9 -1.19731 2.52312 0.29082
O2 -0.00197 2.74567 0.13349
C10 -2.19425 3.37042 -0.33069
C11 -3.50004 3.11083 -0.20091
C12 -4.00475 1.97963 0.56392
C13 -5.36496 1.74739 0.64029
C14 -5.85427 0.66296 1.36699
C15 -4.98386 -0.19383 2.02579
C16 -3.62188 0.03110 1.96436
C17 -3.10979 1.11294 1.23126
H1 4.93993 -0.48049 1.28673
H2 4.81604 0.96687 2.33797
H3 4.66100 1.13428 0.57356
H4 4.26645 -0.94864 3.46762
H5 3.07654 -2.04446 5.28086
H6 0.60513 -2.07065 5.40098
H7 -0.71031 -0.92707 3.64856
H8 -1.81615 4.20902 -0.89852
H9 -4.23090 3.75095 -0.68073
H10 -6.05171 2.41007 0.13010
H11 -6.92141 0.49299 1.41804
H12 -5.36874 -1.03137 2.59004
H13 -2.94051 -0.62656 2.48298
Cl1 2.62213 -2.20282 -6.81211
C18 2.24058 -1.18715 -5.56857
C19 3.00176 -1.28333 -4.35154
Cl2 4.25036 -2.42764 -4.23216
C20 2.68660 -0.47117 -3.31194
Cl3 3.52079 -0.52426 -1.86175
C21 1.57631 0.52812 -3.43383
O3 1.24905 1.26289 -2.53737
C22 0.82864 0.57538 -4.73485
Cl4 -0.43165 1.66594 -4.82762
C23 1.15870 -0.25626 -5.75517
Cl5 0.30983 -0.23302 -7.22478
F1 -1.06470 -0.92243 -0.78665
As1 -0.11267 -2.33636 -1.20322
F2 -0.63025 -3.14157 0.21034
F3 1.19541 -1.57927 -0.22742
F4 0.46496 -1.39145 -2.60013
F5 0.99339 -3.56340 -1.64394
F6 -1.36988 -2.95550 -2.16955

Its net charge is +2. The strongest force on any atom comes out at 0.3 eV/A. Its energy above the lowest of the compared OMol25 structures with the same formula, charge and spin is 9.7 kcal per mole. The value obtained for the electronic energy is -176403.0182 eV. As for the spin multiplicity: 2.

Atom charges from the Mulliken analysis, given in e for atoms 1 to 4:
1. Pd 0.87
2. C -1.26
3. O -0.16
4. C 0.73